{
  "formula": "C32H66ClF3I3N6O11P2",
  "method": "wB97M-V/def2-TZVPD",
  "molar_mass_g_mol": 1246.0,
  "total_energy_ha": -4750.35846,
  "orbital_gap_ha": 0.19822,
  "total_charge": 1,
  "elements": ["I", "I", "I", "Cl", "P", "P", "F", "F", "F", "O", "O", "O", "O", "O", "O", "O", "O", "O", "O", "O", "N", "N", "N", "N", "N", "N", "C", "C", "C", "C", "C", "C", "C", "C", "C", "C", "C", "C", "C", "C", "C", "C", "C", "C", "C", "C", "C", "C", "C", "C", "C", "C", "C", "C", "C", "C", "C", "C", "H", "H", "H", "H", "H", "H", "H", "H", "H", "H", "H", "H", "H", "H", "H", "H", "H", "H", "H", "H", "H", "H", "H", "H", "H", "H", "H", "H", "H", "H", "H", "H", "H", "H", "H", "H", "H", "H", "H", "H", "H", "H", "H", "H", "H", "H", "H", "H", "H", "H", "H", "H", "H", "H", "H", "H", "H", "H", "H", "H", "H", "H", "H", "H", "H", "H"],
  "xyz": [[-0.5374, -3.7418, 1.0724], [5.4492, -4.9057, 2.1978], [4.5341, -2.1015, 3.5637], [1.7391, -2.7738, 3.7919], [4.3825, -3.2568, 0.6421], [3.0891, 0.2392, -1.4849], [0.0715, -3.3556, -2.6424], [2.2093, -3.8086, 1.6834], [1.9348, 2.4508, 2.6634], [-8.9761, 2.0836, 2.8169], [4.4811, 4.5234, -7.2543], [1.9836, 0.4601, -2.5712], [-0.0944, -1.2404, 2.1008], [-0.6956, 1.7895, -5.4999], [-3.7829, -5.3896, 2.0250], [-4.6242, 0.7131, 2.4990], [4.0559, -0.6392, -2.0527], [3.7377, 1.6610, -1.3225], [5.7293, -2.7041, 0.0122], [-0.9638, 0.4452, 4.8696], [-3.9228, -7.6230, 1.9410], [-7.3995, 2.1202, 4.4072], [4.7329, -0.2712, 0.6668], [3.4812, -1.9266, 1.7362], [6.5503, 5.3552, -7.4423], [1.5276, 1.6151, -5.6826], [2.0558, -2.5653, 2.0755], [-3.6424, -1.5487, 0.1373], [6.2607, 2.9217, -7.3979], [-8.5573, 2.5706, 3.8532], [0.3475, 2.2286, -5.9610], [-4.1860, -1.4824, 1.5643], [-9.2874, 3.6841, 4.5693], [0.8062, -1.9423, 1.3303], [0.2541, -0.0786, 2.8475], [3.4034, -0.5150, 1.2431], [-3.6043, -6.4704, 2.5729], [-1.0302, 0.4973, 3.4394], [-4.5225, 1.9200, 1.7724], [-3.7855, -8.9867, 2.4263], [-5.1823, -0.3649, 1.7587], [7.9973, 5.3129, -7.5704], [1.5573, -2.3969, -1.0887], [2.8624, 1.9851, -6.1264], [-1.2297, 1.9222, 3.0964], [-3.0281, -6.5719, 3.9660], [-2.4899, -0.5736, 0.0098], [5.6818, 4.3182, -7.3573], [2.3660, -0.2865, 0.1149], [-0.0166, -0.4298, -0.5226], [-1.3726, -0.9758, -0.9429], [4.1525, 2.9229, 2.2792], [-6.7464, 2.5709, 5.6221], [0.3899, 3.4531, -6.8431], [1.1410, -1.3230, -0.0753], [3.3634, 0.5613, 2.3802], [3.0310, 1.9833, 1.9708], [0.9955, -2.3448, -2.4957], [5.4492, 2.2066, -7.3224], [2.8205, 2.1398, 0.9273], [-0.2041, 0.3192, 0.2210], [8.2998, 5.8157, -8.4894], [1.7710, -2.5758, -3.1968], [-2.0721, 2.2644, 3.6615], [-1.5052, 2.0438, 2.0685], [-5.0797, 2.7169, 2.2216], [-0.6220, 3.8230, -6.9679], [6.7880, 2.7514, -8.3363], [2.8447, 2.8686, -6.7514], [-2.8297, -5.5694, 4.3305], [-3.3687, -9.0050, 3.4261], [2.7445, 0.2975, 3.2207], [-6.6529, 1.7381, 6.3209], [0.9970, 4.2357, -6.3877], [5.4653, -0.6196, 1.2755], [-3.1319, -9.5497, 1.7593], [0.6912, 0.7004, 2.2530], [-1.8735, -0.1110, 3.1766], [-7.3079, 3.3677, 6.0956], [-3.3761, -2.5485, -0.1370], [0.5681, -1.4112, -2.7993], [4.6746, 1.5261, -1.5388], [3.2980, 1.1561, -6.6886], [8.4567, 5.8311, -6.7277], [8.3573, 4.2913, -7.5940], [3.4923, 2.1815, -5.2561], [1.8076, 0.5716, 0.4302], [-2.9150, 0.3274, -0.3881], [-0.3991, 2.5362, 3.3782], [-4.4355, -1.1769, -0.4739], [-3.3789, -1.2653, 2.2324], [-1.6395, -0.5129, -1.8727], [-5.9729, -0.7750, 2.3625], [-4.7621, -9.4709, 2.4410], [1.5554, 1.3267, -2.4614], [0.3268, 0.1389, -1.3507], [5.0148, 2.5616, 1.7463], [0.8576, -0.2824, 3.7033], [-4.7817, 1.8411, 0.7318], [-4.6174, -2.4292, 1.7853], [4.3380, 0.6367, 2.7897], [6.9445, 2.7641, -6.5634], [-3.4895, 2.2207, 1.8075], [-2.0784, -0.3133, 0.9659], [-9.5795, 3.3708, 5.5718], [3.9533, 3.8854, 1.8640], [0.7965, 3.2068, -7.8237], [-0.9724, -0.4884, 5.1138], [-8.6622, 4.5751, 4.6348], [4.8965, 0.7201, 0.5725], [4.3714, 2.9492, 3.3280], [1.4227, 0.8057, -5.0915], [-5.7431, 2.9323, 5.3886], [6.1017, 6.2573, -7.4110], [-1.3934, -2.0116, -1.1819], [-2.0933, -7.1333, 3.9558], [2.6199, -2.4011, -1.2182], [-6.9641, 1.3796, 3.8775], [-5.6450, -0.0603, 0.8357], [-4.3030, -7.4831, 1.0178], [-3.7347, -7.0553, 4.6404], [-10.1817, 3.9272, 4.0063], [1.3713, -3.3969, -0.7665], [5.9930, -3.2773, -0.7281]],
  "forces_ev_per_angstrom": [[-0.1573, 0.2955, 0.0913], [-0.1606, -0.6058, -0.7396], [1.4964, 2.0344, 0.9608], [-1.1337, 0.5124, 0.1221], [-0.3622, -2.3389, -2.0151], [0.0561, -0.5313, -0.0994], [-0.7570, -0.2743, -0.0540], [0.7996, -1.7494, -0.9383], [-0.7959, -0.0522, 0.3294], [-0.0139, 0.0264, -0.0248], [0.0080, -0.0976, 0.0287], [-1.1663, 1.1519, 0.1604], [0.7337, 0.2595, 0.3889], [0.0119, 0.0479, 0.0897], [0.1790, 0.0025, 0.0299], [-0.3736, 0.2919, -0.5436], [2.0393, -2.7390, -0.9935], [0.1944, 1.3492, 0.9817], [0.5215, 0.7618, 0.4604], [0.2777, -0.2302, 0.1861], [0.0806, -0.1224, 0.1126], [-0.0579, 0.1207, 0.0625], [0.3222, -0.6783, -0.3388], [-0.6630, -0.3629, 2.2474], [0.1107, -0.1606, 0.0305], [0.1051, 0.1629, 0.0073], [-0.8220, 0.8684, 0.1298], [0.2268, 0.7587, 1.1252], [-0.0739, 0.0459, 0.0155], [-0.0234, -0.0441, -0.0672], [-0.1292, -0.0156, -0.0038], [0.0829, 0.1783, -1.1726], [0.0008, -0.0418, -0.0473], [-0.7651, -1.0203, -0.6030], [-1.0927, 0.5206, -0.2496], [1.9795, 1.9987, -0.4427], [-0.0508, 0.2203, -0.0637], [0.3518, -0.4609, 1.0470], [0.8695, -0.0213, 0.3082], [-0.1606, 0.1711, -0.3765], [-0.2198, -0.6675, 1.1114], [-0.2813, 0.3376, 0.0145], [0.1432, 0.2515, -0.4925], [-0.2836, -0.4191, 0.2561], [-0.6941, 0.2576, 0.1700], [0.0028, 0.0600, -0.0322], [0.1121, -0.2432, -0.5894], [-0.0620, 0.0956, -0.0347], [-1.5396, -0.2785, 0.2088], [-0.4494, -0.2058, -0.2233], [-0.3799, 0.4240, 0.0518], [0.3317, -0.4512, -0.4677], [0.1335, -0.3381, -0.3153], [-0.0884, -0.0476, 0.0424], [0.7867, 0.1569, 0.7154], [-1.4500, -0.5076, 0.1887], [0.3687, 0.7396, -0.0518], [0.1538, -0.3829, 0.0259], [-0.0769, 0.0212, -0.0079], [-0.2697, -0.3425, -0.5378], [-0.0092, 0.3435, 0.7536], [0.1085, -0.0719, -0.0153], [0.6531, -0.0344, -0.4280], [-0.5767, 0.2986, 0.3750], [0.2492, 0.1208, -0.7568], [-0.6839, 0.3581, 0.3458], [-0.0619, -0.0506, 0.0381], [0.0937, -0.0252, 0.0438], [0.0341, 0.0589, 0.0156], [-0.0296, 0.0608, -0.0582], [0.0134, 0.0355, 0.0368], [-0.5119, -0.0597, 0.1924], [-0.0068, 0.0864, 0.1164], [0.1010, -0.0044, -0.1024], [0.0674, 0.0939, 0.0896], [0.0406, -0.0826, 0.0895], [0.4234, 0.0402, -0.5621], [-0.4755, -0.2543, -0.6989], [-0.0437, 0.0246, -0.0093], [0.1755, -0.5963, -0.2099], [-0.4607, 0.4034, 0.0112], [-0.0693, 0.2664, -0.1482], [0.0832, 0.0829, -0.0598], [0.1081, -0.0695, -0.0065], [-0.0185, -0.0453, -0.0025], [0.1140, 0.1064, -0.0976], [-0.1958, 0.6827, 0.2976], [-0.0982, 0.8617, -0.0298], [0.6319, 0.2622, -0.0401], [-0.5687, -0.3208, -0.9053], [0.4902, -0.3300, 0.6649], [0.1367, 0.2499, -0.8013], [-0.6283, 0.0000, 0.3758], [0.0268, -0.0823, 0.0981], [-0.1987, -0.1250, -0.4692], [0.4089, 0.2220, -0.5374], [0.7118, -0.1413, -0.1242], [0.7754, -0.4222, 0.3658], [-0.3773, -0.2453, -0.4548], [-0.4330, -0.7556, 0.5168], [0.9594, -0.3943, 0.3030], [0.0917, -0.0198, -0.0666], [0.4539, 0.2876, -0.1091], [0.1657, -0.1016, 0.5876], [0.0555, 0.0785, 0.0509], [-0.2675, 0.8208, 0.0831], [0.1035, 0.0760, 0.0096], [-0.1104, 0.1372, 0.1781], [-0.0009, 0.0042, 0.1096], [-0.0794, 0.1206, 0.0038], [0.1042, 0.1721, 0.5955], [0.0600, -0.0718, -0.0686], [0.0014, 0.0876, 0.1085], [0.0145, 0.0184, -0.0219], [0.1895, -1.0042, 0.1657], [-0.0376, -0.0858, 0.0710], [0.7568, 0.3148, 0.0430], [0.0911, 0.0111, 0.0320], [-0.0458, 0.4375, -0.4642], [-0.0236, -0.0233, 0.0013], [0.0653, -0.0831, 0.0321], [-0.0128, -0.0482, -0.0734], [-0.4268, -0.6117, 0.4154], [-0.0331, 0.2435, -0.0703]],
  "mulliken_charge": [0.193, -0.078, 0.367, -0.099, 0.190, 0.399, -0.424, -0.185, -0.412, -0.646, -0.628, -0.676, 0.289, -0.662, -0.581, -0.228, -0.811, -0.641, -0.437, -0.709, -0.162, -0.078, -0.480, -0.940, -0.201, -0.005, 2.112, -1.130, -1.021, 0.960, 0.904, -0.327, -1.346, -3.666, 0.212, 2.730, 0.763, 1.092, -0.775, -0.861, -0.700, -0.832, -0.632, -0.847, -2.160, -1.312, 0.591, 0.796, -1.011, -1.767, -2.248, -1.901, -0.895, -1.316, 4.715, -2.870, 0.964, -0.903, 0.039, 0.149, 0.018, 0.286, 0.540, 0.572, 0.287, 0.317, 0.300, 0.387, 0.294, 0.237, 0.333, 0.574, 0.287, 0.342, 0.473, 0.283, -0.506, -0.296, 0.392, 0.743, 0.266, 0.409, 0.273, 0.283, 0.318, 0.300, 0.438, 0.661, 0.366, 0.357, -0.063, 0.562, 0.392, 0.289, 0.353, 0.711, 0.345, 0.724, 0.402, 0.397, 1.230, 0.351, 0.095, -0.983, 0.369, 0.487, 0.364, 0.369, 0.350, 0.205, 0.441, 0.104, 0.247, 0.239, 0.688, 0.379, 0.187, 0.070, 0.436, 0.237, 0.435, 0.297, 0.512, 0.384]
}